(1)
DFT (ωB97M-V/def2-TZVPD) results for one molecule with the formula C2H4N2S3.

```
11
Properties=species:S:1:pos:R:3
S -2.451 0.733 0.818
C -1.056 0.220 -0.144
C -0.660 0.813 -1.287
S 0.741 0.034 -1.960
N 0.969 -0.883 -0.558
S 2.397 -0.162 0.594
N -0.129 -0.759 0.206
H -1.668 0.966 1.948
H -0.845 1.854 -1.599
H 2.725 -1.475 0.921
H -0.023 -1.339 1.061
```

Properties
Energy relative to the best compared isomer or geometry (same formula, charge and spin) in eV: 3.068
SMILES: SC1=CSN(S)N1
HOMO energy in eV: -7.273
Maximum force in eV/Å: 3.17
2S+1: 1
E_LUMO in eV: 0.4

=====

(2)
DFT (ωB97M-V/def2-TZVPD) results for one molecule with the formula C2H4N2S3.

```
11
Properties=species:S:1:pos:R:3
C 0.829 -0.641 0.151
C -0.668 -0.942 -0.333
N 0.990 0.210 1.352
N -1.118 1.499 -0.257
S 1.038 1.712 1.475
S -0.196 2.713 0.013
S -1.184 0.401 -1.458
H 1.202 -1.612 0.219
H 1.324 -0.303 -0.746
H -0.687 -1.932 -0.904
H -1.529 -1.105 0.488
```

Properties
Energy relative to the best compared isomer or geometry (same formula, charge and spin) in eV: 1.197
HOMO energy (spin up / spin down) in eV: -7.448 / -8.490
Maximum force in eV/Å: 4.01
2S+1: 3
E_LUMO (spin up / spin down) in eV: 0.6 / -1.8

=====

(3)
DFT (ωB97M-V/def2-TZVPD) results for one molecule with the formula C2H4N2Se.

```
9
Properties=species:S:1:pos:R:3
C -0.039 1.388 -0.014
N 1.144 0.664 -0.109
N 1.102 -0.558 -0.008
C -0.018 -1.344 -0.012
Se -1.647 0.051 -0.046
H -0.069 1.711 0.949
H -0.424 2.053 -0.744
H -0.001 -1.874 -0.871
H -0.050 -2.092 0.857
```

Properties
Energy relative to the best compared isomer or geometry (same formula, charge and spin) in eV: 1.053
SMILES: C1N=NC[Se]1
HOMO energy in eV: -8.615
Maximum force in eV/Å: 4.95
2S+1: 1
E_LUMO in eV: 0.6

=====

(4)
DFT (ωB97M-V/def2-TZVPD) results for a 2-piece molecular cluster, C2H4N3 overall.

```
9
Properties=species:S:1:pos:R:3
C -1.264 1.801 -1.010
C 0.964 -1.248 0.872
N 2.010 -1.689 1.131
N -1.296 2.493 -1.966
N -0.191 -0.866 0.645
H 2.800 -1.841 1.758
H -1.636 3.173 -2.502
H -0.582 -0.228 -0.061
H -0.806 -1.596 1.134
```

Properties
Energy relative to the best compared isomer or geometry (same formula, charge and spin) in eV: 1.968
HOMO energy in eV: -16.040
Maximum force in eV/Å: 6.57
2S+1: 1
E_LUMO in eV: -4.2
Total charge: +1

=====

(5)
DFT (ωB97M-V/def2-TZVPD) results for an isolated ion of composition C2H4N3 and charge +1.

```
9
Properties=species:S:1:pos:R:3
N 2.823 -0.001 0.069
C 1.677 0.234 0.110
N 0.412 0.279 0.197
C -0.805 -0.224 0.075
N -2.001 0.245 0.073
H 3.686 -0.130 -0.458
H -0.930 -1.267 0.110
H -2.774 -0.386 -0.141
H -2.088 1.249 -0.037
```

Properties
Energy relative to the best compared isomer or geometry (same formula, charge and spin) in eV: 0.734
SMILES: [NH+]#C/N=C/N
HOMO energy in eV: -15.404
Maximum force in eV/Å: 3.25
2S+1: 1
E_LUMO in eV: -4.9
Total charge: +1

=====

(6)
DFT (ωB97M-V/def2-TZVPD) results for an isolated ion of composition C2H4N3 and charge +1.

```
9
Properties=species:S:1:pos:R:3
N -2.768 -0.124 -0.003
C -1.610 0.067 0.002
N -0.391 -0.168 -0.004
C 0.825 0.313 -0.013
N 1.928 -0.406 -0.004
H -3.673 0.298 0.047
H 0.964 1.398 -0.031
H 2.833 0.039 -0.009
H 1.893 -1.419 0.014
```

Properties
Energy relative to the best compared isomer or geometry (same formula, charge and spin) in eV: 0.000
SMILES: N=C=NC=[NH2+]
HOMO energy in eV: -15.653
Maximum force in eV/Å: 1.12
2S+1: 1
E_LUMO in eV: -4.8
Total charge: +1

=====

(7)
DFT (ωB97M-V/def2-TZVPD) results for an isolated ion of composition C2H4N3O and charge +1.

```
10
Properties=species:S:1:pos:R:3
C 0.676 -0.417 -1.251
N 0.067 -0.431 0.111
O -0.003 -1.460 0.719
C -0.471 0.691 0.505
N -1.077 0.669 1.732
N -1.562 0.344 2.660
H 1.744 -0.030 -1.167
H 0.477 -1.387 -1.606
H 0.308 0.411 -1.842
H -0.160 1.610 0.139
```

Properties
Energy relative to the best compared isomer or geometry (same formula, charge and spin) in eV: 3.927
SMILES: C/[N+]([O-])=C/[N+]#N
HOMO energy in eV: -15.894
Maximum force in eV/Å: 3.03
2S+1: 1
E_LUMO in eV: -6.5
Total charge: +1

=====

(8)
DFT (ωB97M-V/def2-TZVPD) results for one molecule with the formula C2H4N3OP.

```
11
Properties=species:S:1:pos:R:3
C -0.649 0.156 0.261
C -0.481 0.162 -1.164
N -0.108 -0.994 0.684
N 0.242 -0.940 -1.467
N 0.451 -1.547 -0.384
O 0.227 0.020 3.196
P 1.095 -0.361 2.077
H -1.182 0.898 0.848
H 0.821 -2.490 -0.504
H -0.826 0.947 -1.793
H 1.353 0.915 1.265
```

Properties
Energy relative to the best compared isomer or geometry (same formula, charge and spin) in eV: 1.713
HOMO energy in eV: -7.939
Maximum force in eV/Å: 3.92
2S+1: 1
E_LUMO in eV: -0.2

=====

(9)
DFT (ωB97M-V/def2-TZVPD) results for one molecule with the formula C2H4N4.

```
10
Properties=species:S:1:pos:R:3
N -1.741 -0.202 -0.198
C -0.379 -0.216 -0.209
N 0.509 -1.161 -0.336
C 1.649 -0.478 0.041
N 1.509 0.776 0.364
N 0.170 0.967 0.207
H -1.943 0.504 0.478
H -2.253 -1.076 -0.263
H 2.609 -0.959 0.086
H -0.116 1.865 -0.161
```

Properties
Energy relative to the best compared isomer or geometry (same formula, charge and spin) in eV: 0.533
SMILES: Nc1ncn[nH]1
HOMO energy in eV: -8.977
Maximum force in eV/Å: 1.48
2S+1: 1
E_LUMO in eV: 0.9

=====

(10)
DFT (ωB97M-V/def2-TZVPD) results for a 2-piece molecular cluster, C2H4N4 overall.

```
10
Properties=species:S:1:pos:R:3
C -1.367 -0.328 0.161
N -0.347 -0.305 -0.896
C 1.540 1.546 0.290
N 1.983 0.981 1.195
N 1.433 -1.848 -0.704
N 0.552 -1.139 -0.748
H -0.921 -0.314 1.163
H -2.017 -1.205 0.065
H -1.973 0.569 0.031
H 1.117 2.043 -0.558
```

Properties
Energy relative to the best compared isomer or geometry (same formula, charge and spin) in eV: 2.936
HOMO energy in eV: -9.694
Maximum force in eV/Å: 1.33
2S+1: 1
E_LUMO in eV: 0.9

=====

(11)
DFT (ωB97M-V/def2-TZVPD) results for C2H4N4 as an isolated structure.

```
10
Properties=species:S:1:pos:R:3
C -1.167 2.121 -0.829
C 0.799 -1.414 0.062
N -1.095 1.122 -0.042
N -0.118 -0.761 -0.794
N -0.204 0.235 0.058
N 0.580 -0.342 1.078
H -2.127 2.618 -1.031
H 0.280 -2.416 0.308
H 1.815 -1.308 -0.471
H 1.236 0.144 1.661
```

Properties
Energy relative to the best compared isomer or geometry (same formula, charge and spin) in eV: 7.975
HOMO energy (spin up / spin down) in eV: -7.180 / -7.059
Maximum force in eV/Å: 3.10
2S+1: 1
E_LUMO (spin up / spin down) in eV: 0.3 / 0.2

=====

(12)
DFT (ωB97M-V/def2-TZVPD) results for one molecule with the formula C2H4N4.

```
10
Properties=species:S:1:pos:R:3
N -1.736 0.092 -0.003
C -0.363 0.303 -0.345
N 0.507 -0.859 -0.456
C 1.558 -0.502 0.157
N 1.474 0.813 0.772
N 0.335 1.257 0.537
H -1.841 -0.169 0.971
H -2.101 -0.671 -0.567
H -0.304 0.815 -1.317
H 2.471 -1.080 0.252
```

Properties
Energy relative to the best compared isomer or geometry (same formula, charge and spin) in eV: 1.720
SMILES: N[C@@H]1N=CN=N1
HOMO energy in eV: -10.259
Maximum force in eV/Å: 0.41
2S+1: 1
E_LUMO in eV: -0.3